C29H49BrN2OOsP2 as an isolated structure in a non-equilibrium geometry. Source: the OMol25 dataset; level of theory: wB97M-V/def2-TZVPD.

Last column: Mulliken spin population.
Atoms and positions in Å:
N -5.61743 -1.52399 4.41084  0.822
C -4.50602 -0.89183 4.76616  -0.001
C -3.82425 -0.02715 3.90584  0.114
C -4.34139 0.19374 2.59962  0.029
C -5.54915 -0.46099 2.26793  0.109
C -6.13922 -1.31731 3.20380  0.003
C -3.57473 0.96710 1.63044  0.092
Os -0.24210 0.87246 -2.09909  1.524
P 2.30005 0.88265 -2.21188  0.071
C -3.93707 1.17326 0.33739  -0.006
C -2.87895 1.37933 -0.65509  0.080
C -3.03552 1.13300 -2.02489  0.123
C -2.11998 1.70934 -2.96083  0.113
C -1.13318 2.54241 -2.43581  0.100
C -0.73901 2.60594 -1.08872  0.056
C -1.51108 1.70158 -0.27721  0.118
Br 0.76401 2.44552 -4.04011  0.080
H -2.70294 1.46687 2.04571  0.019
H -4.96824 1.11852 0.00280  0.011
H -2.91077 0.46204 4.23256  0.016
H -6.02014 -0.29377 1.29727  0.010
H -4.11208 -1.07491 5.77587  0.026
H -7.05276 -1.86277 2.97308  0.023
H -3.85643 0.50364 -2.38623  0.008
H -1.19666 1.52636 0.75453  0.065
H -2.28771 1.63407 -4.03617  0.011
H 0.05272 3.22573 -0.67466  -0.004
P -0.47712 -1.37510 -1.18433  0.169
C 2.85475 2.40113 -1.33857  -0.002
C 3.99263 3.19693 -1.96359  0.001
H 3.13923 2.07243 -0.32362  0.002
H 1.96569 3.03830 -1.20768  -0.008
H 4.32115 3.93283 -1.22302  0.000
H 4.85872 2.57444 -2.20764  0.000
H 3.65412 3.74804 -2.84759  0.000
C 2.94686 0.15390 -3.80825  0.005
C 4.30902 0.64629 -4.28869  0.002
H 2.20319 0.39723 -4.58505  0.008
H 2.93361 -0.94366 -3.70842  0.005
H 4.46067 0.26247 -5.30890  -0.001
H 4.33274 1.74333 -4.33649  0.000
H 5.15763 0.28385 -3.69829  0.000
C 2.74884 -0.39292 -1.00342  -0.013
C 4.24456 -0.42212 -0.75416  0.012
H 2.41127 -1.30919 -1.51347  0.010
H 2.15200 -0.24986 -0.08195  0.037
H 4.49467 -1.28551 -0.12872  0.000
H 4.78821 -0.52018 -1.70049  0.001
H 4.58353 0.48476 -0.24112  0.000
C 0.35931 -2.44624 0.10149  -0.002
C 1.66049 -3.18035 -0.15476  0.005
H -0.37543 -3.22388 0.32602  -0.002
H 0.42535 -1.79223 0.97968  0.016
H 1.81249 -3.90537 0.65641  0.001
H 1.64607 -3.73643 -1.10003  0.000
H 2.53648 -2.52634 -0.14153  0.000
C -0.25638 -2.35495 -2.72190  0.029
C -1.08187 -1.79006 -3.86744  0.029
H -0.56879 -3.37785 -2.47059  0.006
H 0.81620 -2.37000 -2.96302  0.006
H -0.82653 -2.33014 -4.78801  0.003
H -2.15973 -1.91803 -3.69501  0.001
H -0.87213 -0.71148 -4.01016  -0.005
C -2.22515 -1.88508 -0.78269  0.021
C -2.50742 -2.17702 0.68775  0.001
H -2.44361 -2.76784 -1.40338  -0.001
H -2.87933 -1.08027 -1.14395  0.007
H -3.58835 -2.23235 0.84997  0.004
H -2.09456 -3.13922 1.01720  0.000
H -2.10060 -1.38836 1.33202  0.001
C 1.84514 0.98496 5.01858  0.000
N 1.45802 0.35070 3.76649  0.001
C 1.72803 -1.06415 3.58450  0.000
C 0.80003 0.99618 2.77522  0.002
C 0.61293 2.48189 2.93069  0.001
O 0.38047 0.35627 1.78316  0.038
H 2.41143 0.25668 5.60650  0.000
H 0.97116 1.30359 5.60767  0.000
H 2.46953 1.87016 4.83273  0.000
H 0.79866 -1.63738 3.43990  0.000
H 2.37656 -1.23371 2.70776  0.000
H 2.23416 -1.42394 4.48644  0.000
H 0.24271 2.89574 1.98905  0.000
H -0.10881 2.69860 3.73333  0.000
H 1.56747 2.96970 3.17026  0.000

Output
<S²>: 6.10
E_tot (hartree): -4664.78039
Relative energy (zero: lowest compared OMol25 entry of this formula, charge and spin) (kJ/mol): 372.1
Charge: +4
HOMO level (spin up / spin down) (Ha): -0.6919 / -0.6918
Multiplicity: 5